(1)
11
Properties=species:S:1:pos:R:3:forces:R:3:mulliken_charge:R:1 method="wB97M-V/def2-TZVPD" e_homo_ev=-3.490 relative_energy_kcal_mol=109.44 fmax_ev_per_a=4.5 charge=-1 orbital_gap_ev=3.0405 e_tot_ha=-552.9530
Rb 2.261 2.438 -3.666 -0.26 -0.23 0.51 0.996
O 1.224 2.503 3.599 -0.55 0.18 0.65 -0.466
C 0.986 2.391 2.257 1.62 -0.43 -2.72 0.647
O 1.402 1.416 1.653 0.93 -2.95 0.51 -0.715
O 0.548 3.349 1.618 -1.78 3.05 0.66 -0.754
H 0.810 3.358 3.742 -0.01 0.34 0.53 0.292
O -0.720 -2.502 -2.346 1.49 1.49 -2.32 -0.502
C -1.740 -3.277 -1.972 -2.97 -1.81 -0.14 0.669
O -1.693 -3.489 -0.777 0.54 -0.69 4.46 -0.751
O -2.637 -3.720 -2.681 -0.25 0.31 -2.74 -0.754
H -0.440 -2.467 -1.428 1.24 0.74 0.59 0.338

(2)
43
Properties=species:S:1:pos:R:3:forces:R:3:mulliken_charge:R:1 method="wB97M-V/def2-TZVPD" e_homo_ev=-2.265 relative_energy_kcal_mol=5.27 fmax_ev_per_a=3.4 charge=-2 orbital_gap_ev=7.6129 e_tot_ha=-1109.0438
O -0.358 -1.056 -0.145 0.04 0.61 -0.39 -0.533
C 0.415 -0.384 -0.857 1.89 -0.96 0.36 0.525
O 1.084 -0.897 -1.840 -1.29 -0.16 0.14 -0.842
C 0.819 1.020 -0.486 2.48 1.78 -1.58 0.746
C -0.191 2.116 -0.942 0.88 -0.90 -0.56 -0.756
C -0.742 2.803 0.293 -0.99 0.64 -0.49 -1.046
C -1.463 1.790 1.264 0.83 1.10 0.46 -0.343
O -0.689 1.647 2.388 0.17 -0.34 1.10 -0.918
H 1.115 1.121 0.523 -0.96 -0.25 1.65 -0.202
H 1.924 1.345 -0.835 -2.35 -1.12 -0.36 -0.166
H 0.272 2.705 -1.741 0.46 0.79 0.65 0.387
H -0.902 1.628 -1.622 -0.79 -0.12 0.92 0.299
H -1.441 3.633 0.039 -0.07 -0.60 -0.30 0.396
H 0.009 3.410 0.869 -0.18 -1.20 -0.38 0.308
H -2.418 2.289 1.453 -0.53 0.23 0.56 0.302
H -1.771 0.788 0.942 0.44 0.12 -1.19 0.314
H 0.460 -0.856 3.084 -0.21 0.35 -0.43 0.337
H 0.619 -1.626 1.743 -0.41 0.56 -0.72 0.310
O 0.692 -1.698 2.688 0.48 -0.80 1.04 -0.734
H -2.644 -0.431 -3.275 -0.10 0.00 0.04 0.312
H -2.813 -0.916 -1.863 -0.31 -0.12 0.04 0.400
O -3.176 -0.261 -2.487 0.27 0.09 -0.22 -0.691
H -0.296 -3.142 -3.125 0.52 -0.77 0.57 0.407
H -0.330 -1.633 -2.983 0.64 0.30 0.28 0.311
O -0.726 -2.368 -3.454 -1.38 0.62 -1.39 -0.762
H 0.022 -3.649 -0.657 0.01 0.38 0.26 0.341
H 0.773 -2.631 -1.611 0.03 -0.24 0.69 0.284
O 0.564 -3.589 -1.442 0.49 -0.35 -0.54 -0.787
H 2.314 -0.272 -2.641 0.62 0.25 -0.11 0.440
H 3.526 0.576 -2.234 -0.04 -0.06 -0.17 0.275
O 3.189 0.086 -2.993 -0.20 0.01 0.12 -0.726
H 3.180 1.704 2.477 0.11 -1.41 -1.39 0.455
H 3.669 0.931 1.062 -0.52 -0.44 0.65 0.284
O 3.640 1.727 1.588 0.95 1.33 0.35 -0.704
H 1.967 2.685 2.592 -0.46 0.46 -0.08 0.343
H 0.691 1.828 2.843 0.27 0.15 -0.04 0.340
O 1.656 2.021 3.210 -0.29 0.06 0.35 -0.875
H -2.198 -2.088 -0.129 -0.24 -0.03 -0.08 0.422
H -1.637 -2.649 -1.348 -0.08 -0.11 -0.52 0.416
O -2.500 -2.562 -0.924 0.17 0.12 0.63 -0.859
H -1.565 0.959 3.469 -0.78 0.05 0.19 0.475
H -3.053 0.826 3.232 -0.06 -0.12 0.26 0.269
O -2.438 0.651 3.956 0.48 0.12 -0.36 -0.753

(3)
15
Properties=species:S:1:pos:R:3:forces:R:3:mulliken_charge:R:1 method="wB97M-V/def2-TZVPD" e_homo_ev=-8.357 relative_energy_kcal_mol=72.59 fmax_ev_per_a=0.6 orbital_gap_ev=9.3591 e_tot_ha=-287.7168
C 2.846 -0.093 0.530 0.15 0.17 -0.06 -0.692
C 2.325 0.908 -0.178 0.21 -0.08 0.07 -0.412
C -0.443 0.344 -0.303 -0.57 -0.25 0.05 -0.371
O -0.186 -0.743 0.433 0.13 0.03 0.01 -0.359
N -1.750 0.384 -0.549 0.34 0.26 -0.17 0.047
C -2.780 -0.549 -0.111 0.02 -0.07 0.06 -0.793
H 0.779 -0.737 0.582 -0.14 0.03 -0.03 0.350
H 3.232 -0.989 0.049 -0.08 0.10 0.06 0.302
H 2.954 -0.029 1.610 -0.04 -0.01 -0.14 0.306
H 1.957 1.818 0.288 0.07 -0.15 -0.03 0.258
H 2.228 0.865 -1.258 0.04 -0.02 0.16 0.257
H -2.028 1.182 -1.092 -0.16 -0.06 0.01 0.272
H -3.708 -0.318 -0.636 0.08 -0.03 0.11 0.310
H -2.490 -1.577 -0.332 0.00 0.11 -0.01 0.263
H -2.935 -0.466 0.967 -0.07 -0.03 -0.07 0.262

(4)
16
Properties=species:S:1:pos:R:3:forces:R:3:mulliken_charge:R:1 method="wB97M-V/def2-TZVPD" e_homo_ev=-6.744 relative_energy_kcal_mol=145.00 fmax_ev_per_a=5.2 charge=-1 orbital_gap_ev=2.6423 e_tot_ha=-2435.8299
Hg -20.049 24.331 3.806 0.08 0.02 -0.03 0.267
Cl -19.067 22.894 -0.873 2.34 -2.24 -1.56 1.586
O -19.444 23.685 0.232 -0.45 1.48 1.08 -0.532
O -18.037 23.491 -1.727 -0.91 -0.37 1.47 -0.572
O -18.450 21.659 -0.200 -1.06 1.46 -1.44 -0.451
O -20.191 22.593 -1.715 0.15 -0.41 0.75 -0.579
Cl -16.224 17.079 2.894 -2.00 -1.27 -0.73 1.628
O -17.551 17.548 2.671 -4.44 -0.19 -1.55 -0.439
O -15.662 18.027 1.954 2.73 -1.35 -0.01 -0.439
O -16.129 17.341 4.242 2.89 1.35 4.11 -0.503
O -16.105 15.634 2.772 0.83 1.65 -1.82 -0.555
Cl -17.091 21.624 3.172 3.39 0.40 2.78 1.553
O -15.890 22.276 2.727 -1.51 0.24 -1.16 -0.578
O -18.271 22.383 3.346 -2.09 2.16 -1.62 -0.432
O -17.476 20.529 2.350 -0.08 -1.10 -0.65 -0.391
O -16.792 21.288 4.545 0.12 -1.82 0.37 -0.563